(1)
Computed, not measured: the molecule C4H10O3 in a non-equilibrium geometry, with wB97M-V/def2-TZVPD.

Results
relative energy (zero: lowest compared OMol25 entry of this formula, charge and spin): 86.8 kcal per mole
LUMO level: 0.029 Eh
SMILES: COC[C@@H](O)CO
total charge: 0

The geometry in XYZ format:
```
17
C4H10O3 wB97M-V/def2-TZVPD
C 1.7529 0.9122 -0.2074
O 1.4748 -0.4325 -0.0301
C 0.5435 -0.9444 -0.9373
C -0.6036 -0.7921 0.3175
O -0.3824 0.0407 1.4949
C -1.8067 -0.0968 -0.2516
O -1.5265 1.2672 -0.5268
H 2.0111 1.3084 0.7763
H 0.9262 1.5013 -0.6353
H 2.6044 0.8985 -0.8832
H 0.3751 -0.3036 -1.8401
H 1.0714 -1.8357 -1.3965
H -0.7035 -1.8042 0.6860
H 0.2782 -0.3089 2.1107
H -2.6431 -0.1841 0.4460
H -2.0261 -0.5762 -1.2013
H -1.3266 1.6842 0.3253
```

The computed natural (NBO) charges, all in e, follow: number 1, C, carries -0.257; number 2, O, carries -0.573; number 3, C, carries -0.124; number 4, C, carries 0.101; number 5, O, carries -0.749; number 6, C, carries -0.092; number 7, O, carries -0.722; number 8, H, carries 0.184; number 9, H, carries 0.188; number 10, H, carries 0.169; number 11, H, carries 0.176; number 12, H, carries 0.201; number 13, H, carries 0.182; number 14, H, carries 0.488; number 15, H, carries 0.170; number 16, H, carries 0.177; number 17, H, carries 0.481

(2)
Computed, not measured: a structure of composition C33H62AsCl2MgN6O2SSi3, with wB97M-V/def2-TZVPD.

Results
relative energy (zero: lowest compared OMol25 entry of this formula, charge and spin): 4.9 kcal per mole
LUMO level: 0.080 Eh
total charge: -1

The geometry in XYZ format:
```
111
C33H62AsCl2MgN6O2SSi3 wB97M-V/def2-TZVPD
Mg 0.6879 -0.1654 -0.1893
C -2.1675 3.2063 3.8471
N -0.8046 2.7571 3.6587
C 0.3228 3.5698 3.6968
C 1.3923 2.7961 3.5023
N 0.9193 1.4913 3.3078
C -0.4511 1.4395 3.4772
S -1.4035 0.0955 3.5236
C 1.7629 0.3772 3.0617
C 2.8059 0.1488 3.9411
C 3.6223 -0.9525 3.7451
C 3.3566 -1.7944 2.6902
C 2.3102 -1.4739 1.8458
N 1.5315 -0.3887 2.0041
H -2.2728 3.7207 4.8030
H -2.8041 2.3261 3.8425
H -2.4679 3.8753 3.0390
H 0.2612 4.6368 3.8358
H 2.4346 3.0462 3.4143
H 2.9434 0.8114 4.7854
H 4.4406 -1.1566 4.4248
H 3.9525 -2.6762 2.5005
H 2.1141 -2.0969 0.9751
C -4.4234 0.2655 0.8985
Si -4.0574 -1.5334 1.3923
C -4.4487 -1.6350 3.2442
C -5.4251 -2.5493 0.5605
As -1.9716 -2.0428 0.5932
Si -1.5619 -3.8530 1.9378
C -0.0748 -4.8305 1.2916
C -1.1398 -3.4403 3.7366
C -2.9586 -5.1307 2.0440
H -5.4961 0.4986 0.8962
H -4.0220 0.4524 -0.1062
H -3.9154 0.9508 1.5918
H -5.4206 -1.1800 3.4718
H -3.6792 -1.1142 3.8266
H -4.4717 -2.6782 3.5808
H -6.4299 -2.2352 0.8777
H -5.3052 -3.6139 0.7955
H -5.3517 -2.4458 -0.5278
H 0.7336 -4.1646 0.9656
H -0.3588 -5.4419 0.4282
H 0.3282 -5.4944 2.0668
H -0.2240 -2.8370 3.7762
H -0.9913 -4.3453 4.3412
H -1.9372 -2.8424 4.1936
H -3.2446 -5.4567 1.0378
H -3.8519 -4.7154 2.5263
H -2.6415 -6.0124 2.6171
Cl -0.5493 -4.4015 -2.3033
C 1.1045 -3.8016 -2.5254
Cl 2.2395 -5.1440 -2.7536
C 1.5363 -2.8504 -1.3743
O 2.6136 -3.0409 -0.8189
O 0.6755 -1.9362 -1.1148
H 1.1035 -3.2343 -3.4456
C 1.5191 2.8648 -2.0746
Si 2.4119 1.2347 -1.5671
C 3.9436 1.9381 -0.5656
C 4.8127 0.8060 -0.0016
C 3.3492 2.7036 0.6199
C 4.8256 2.9182 -1.3477
C 3.0665 0.6104 -3.3085
C 3.2483 1.7559 -4.3114
C 4.3850 -0.1692 -3.2073
C 2.0239 -0.3535 -3.8906
H 2.1351 3.5523 -2.6652
H 1.1749 3.4048 -1.1839
H 0.6238 2.6255 -2.6671
H 4.2028 0.0295 0.4716
H 5.5087 1.1969 0.7592
H 5.4113 0.3218 -0.7756
H 2.6372 2.0816 1.1645
H 2.8199 3.6073 0.2986
H 4.1446 3.0102 1.3202
H 5.3254 2.4373 -2.1934
H 5.6097 3.3395 -0.6972
H 4.2363 3.7554 -1.7390
H 3.9327 2.5269 -3.9403
H 2.2946 2.2389 -4.5455
H 3.6628 1.3630 -5.2514
H 5.2208 0.4675 -2.9070
H 4.6366 -0.6006 -4.1877
H 4.3066 -0.9972 -2.4936
H 1.0126 0.0724 -3.8832
H 2.0071 -1.2689 -3.3056
H 2.2835 -0.6182 -4.9286
C -3.6137 0.0025 -3.5951
C -2.3374 -0.8069 -3.5225
N -1.5002 -0.3271 -2.4332
C -1.6853 0.8667 -1.7850
N -1.0708 1.0819 -0.6545
C -1.3232 2.2967 0.1149
C -2.4952 3.1244 -0.3850
C -2.4645 3.1526 -1.9015
N -2.5063 1.7851 -2.3851
C -3.2487 1.4719 -3.5942
H -4.2275 -0.2111 -2.7160
H -4.1812 -0.2532 -4.4901
H -1.7987 -0.7334 -4.4735
H -2.5571 -1.8584 -3.3431
H -1.1187 -1.0645 -1.8466
H -0.4128 2.9142 0.1133
H -1.5097 1.9955 1.1475
H -2.4449 4.1359 0.0253
H -3.4337 2.6659 -0.0677
H -1.5655 3.6685 -2.2575
H -3.3319 3.6747 -2.3000
H -2.6686 1.7137 -4.4950
H -4.1466 2.0901 -3.6057
```

These are the Löwdin partial charges, in e, on atoms 1 to 99: number 1, Mg, carries 0.490; number 2, C, carries -0.041; number 3, N, carries -0.133; number 4, C, carries -0.056; number 5, C, carries -0.058; number 6, N, carries -0.007; number 7, C, carries -0.757; number 8, S, carries 0.719; number 9, C, carries -0.299; number 10, C, carries 0.009; number 11, C, carries -0.048; number 12, C, carries -0.035; number 13, C, carries -0.103; number 14, N, carries 0.115; number 15, H, carries 0.089; number 16, H, carries 0.051; number 17, H, carries 0.087; number 18, H, carries 0.118; number 19, H, carries 0.116; number 20, H, carries 0.117; number 21, H, carries 0.110; number 22, H, carries 0.119; number 23, H, carries 0.080; number 24, C, carries -0.249; number 25, Si, carries 0.093; number 26, C, carries -0.251; number 27, C, carries -0.255; number 28, As, carries 0.706; number 29, Si, carries 0.107; number 30, C, carries -0.239; number 31, C, carries -0.257; number 32, C, carries -0.249; number 33, H, carries 0.022; number 34, H, carries -0.006; number 35, H, carries 0.002; number 36, H, carries 0.019; number 37, H, carries -0.053; number 38, H, carries 0.009; number 39, H, carries 0.015; number 40, H, carries 0.003; number 41, H, carries 0.007; number 42, H, carries 0.000; number 43, H, carries -0.001; number 44, H, carries 0.022; number 45, H, carries -0.003; number 46, H, carries 0.019; number 47, H, carries -0.010; number 48, H, carries 0.018; number 49, H, carries -0.001; number 50, H, carries 0.018; number 51, Cl, carries 0.592; number 52, C, carries -0.997; number 53, Cl, carries 0.582; number 54, C, carries -0.762; number 55, O, carries -0.020; number 56, O, carries -0.257; number 57, H, carries 0.041; number 58, C, carries -0.239; number 59, Si, carries 0.712; number 60, C, carries -0.662; number 61, C, carries -0.104; number 62, C, carries -0.141; number 63, C, carries -0.111; number 64, C, carries -0.646; number 65, C, carries -0.123; number 66, C, carries -0.107; number 67, C, carries -0.117; number 68, H, carries 0.016; number 69, H, carries -0.002; number 70, H, carries 0.014; number 71, H, carries 0.056; number 72, H, carries 0.078; number 73, H, carries 0.060; number 74, H, carries 0.032; number 75, H, carries 0.071; number 76, H, carries 0.081; number 77, H, carries 0.056; number 78, H, carries 0.077; number 79, H, carries 0.068; number 80, H, carries 0.061; number 81, H, carries 0.067; number 82, H, carries 0.077; number 83, H, carries 0.054; number 84, H, carries 0.080; number 85, H, carries 0.079; number 86, H, carries 0.069; number 87, H, carries 0.042; number 88, H, carries 0.085; number 89, C, carries -0.161; number 90, C, carries -0.180; number 91, N, carries 0.086; number 92, C, carries -0.397; number 93, N, carries 0.007; number 94, C, carries -0.216; number 95, C, carries -0.156; number 96, C, carries -0.148; number 97, N, carries -0.043; number 98, C, carries -0.157; number 99, H, carries 0.117

(3)
Computed, not measured: a cluster of 2 separate species, C9H12N2O2S in total in a non-equilibrium geometry, with wB97M-V/def2-TZVPD.

Results
relative energy (zero: lowest compared OMol25 entry of this formula, charge and spin): 86.7 kcal per mole
LUMO level: 0.024 Eh
SMILES: CCO/C(O)=C(/C#N)C1CC1.N=C=S
total charge: 0

The geometry in XYZ format:
```
26
C9H12N2O2S wB97M-V/def2-TZVPD
C -1.8291 -0.2691 -1.3103
C -1.7734 1.7263 0.8075
C 0.4408 0.1533 -0.9079
C -1.9439 -1.4086 1.6201
C -1.2157 -2.4688 0.7971
C -0.6904 -1.0715 0.8297
C 3.3906 1.5497 -0.0984
C 2.7916 0.3606 -0.8024
C -0.7501 -0.2924 -0.4487
N -2.6815 -0.4258 -2.0270
N -2.8848 1.3625 0.5967
O 0.5337 0.6954 -2.1687
O 1.5249 -0.0316 -0.2765
S -0.4075 2.2345 1.3981
H -2.8337 -0.9910 1.2304
H -1.6772 -1.3836 2.6594
H -0.7996 -3.2777 1.5787
H -1.6208 -2.9384 -0.1556
H 0.1401 -0.8539 1.4868
H 4.1621 2.0190 -0.6500
H 2.4828 2.1504 0.1228
H 3.7503 1.3004 0.9240
H 3.3392 -0.4844 -0.8319
H 2.4924 0.6537 -1.8093
H -0.4086 0.6199 -2.5018
H -3.5324 1.0710 -0.0631
```

The computed natural (NBO) charges, all in e, follow: number 1, C, carries 0.263; number 2, C, carries 0.263; number 3, C, carries 0.747; number 4, C, carries -0.421; number 5, C, carries -0.430; number 6, C, carries -0.231; number 7, C, carries -0.637; number 8, C, carries -0.063; number 9, C, carries -0.410; number 10, N, carries -0.368; number 11, N, carries -0.664; number 12, O, carries -0.685; number 13, O, carries -0.466; number 14, S, carries -0.048; number 15, H, carries 0.215; number 16, H, carries 0.222; number 17, H, carries 0.217; number 18, H, carries 0.235; number 19, H, carries 0.247; number 20, H, carries 0.227; number 21, H, carries 0.229; number 22, H, carries 0.212; number 23, H, carries 0.186; number 24, H, carries 0.205; number 25, H, carries 0.512; number 26, H, carries 0.444

(4)
Computed, not measured: a cluster of 2 separate species, C5H10NO in total in a non-equilibrium geometry, with wB97M-V/def2-TZVPD.

Results
relative energy (zero: lowest compared OMol25 entry of this formula, charge and spin): 137.2 kcal per mole
LUMO level (spin up / spin down): -0.078 / -0.082 Eh
expectation value of S²: 0.787
2S+1: 2
total charge: 0

The geometry in XYZ format:
```
17
C5H10NO wB97M-V/def2-TZVPD
C -1.8096 0.6369 0.3644
O -2.8675 -0.1061 0.2767
C -0.4104 -0.2934 0.4947
C 0.7493 0.4886 0.1817
C 2.0785 0.0133 -0.2059
C 2.4377 -0.6129 0.9927
N 2.5563 -0.0432 -1.4356
H -1.6366 1.3503 -0.4712
H -1.8357 1.2871 1.2852
H -0.5083 -0.5739 1.5541
H -0.7055 -1.1724 -0.0879
H -3.6681 -0.1563 -2.2344
H 0.6765 1.5099 0.5727
H 3.3732 -1.1662 1.0757
H 2.0197 -0.5616 1.9731
H 3.3196 -0.7296 -1.4147
H -3.7690 0.1295 -2.9214
```

The computed natural (NBO) charges, all in e, follow: number 1, C, carries 0.039; number 2, O, carries -0.651; number 3, C, carries -0.538; number 4, C, carries 0.114; number 5, C, carries 0.047; number 6, C, carries -0.281; number 7, N, carries -0.476; number 8, H, carries 0.115; number 9, H, carries 0.138; number 10, H, carries 0.291; number 11, H, carries 0.254; number 12, H, carries 0.033; number 13, H, carries 0.206; number 14, H, carries 0.199; number 15, H, carries 0.216; number 16, H, carries 0.332; number 17, H, carries -0.039

(5)
Computed, not measured: a cluster of 2 separate species, C10H15NO2 in total in a non-equilibrium geometry, with wB97M-V/def2-TZVPD.

Results
relative energy (zero: lowest compared OMol25 entry of this formula, charge and spin): 11.0 kcal per mole
LUMO level: 0.021 Eh
SMILES: Cc1ccc(O)cc1.CCC(N)=O
total charge: 0

The geometry in XYZ format:
```
28
C10H15NO2 wB97M-V/def2-TZVPD
C 1.2347 1.7869 -0.0839
C 1.5723 2.2650 1.3387
C 0.7473 2.9028 -0.9719
O 1.2273 4.0209 -0.9147
N -0.1137 2.6003 -1.9927
H 2.1831 1.3949 -0.4594
H 0.5501 0.9336 -0.0266
H 0.7828 2.1631 2.0846
H -0.2514 3.4338 -2.5417
H -0.5058 1.6872 -2.1050
H 1.9122 3.2948 1.3230
H 2.4341 1.7124 1.7202
C -0.5166 -1.9827 2.6098
C -0.7563 -1.9832 1.1292
C -1.4755 -0.9467 0.5442
C -0.0011 -2.8068 0.2937
C -1.4410 -0.7188 -0.8203
C -0.0738 -2.6790 -1.0779
C -0.7905 -1.6403 -1.6413
O -0.7638 -1.5055 -3.0032
H 0.0970 -2.7995 2.9684
H -1.4701 -2.0731 3.1348
H -2.0211 -0.1933 1.1096
H 0.6296 -3.5628 0.7352
H -1.8631 0.1506 -1.3167
H 0.4141 -3.3753 -1.7525
H -1.5447 -1.0511 -3.3251
H -0.1961 -1.0279 3.0414
```

The computed natural (NBO) charges, all in e, follow: number 1, C, carries -0.519; number 2, C, carries -0.606; number 3, C, carries 0.674; number 4, O, carries -0.627; number 5, N, carries -0.836; number 6, H, carries 0.239; number 7, H, carries 0.220; number 8, H, carries 0.202; number 9, H, carries 0.412; number 10, H, carries 0.398; number 11, H, carries 0.235; number 12, H, carries 0.205; number 13, C, carries -0.630; number 14, C, carries -0.054; number 15, C, carries -0.181; number 16, C, carries -0.181; number 17, C, carries -0.297; number 18, C, carries -0.264; number 19, C, carries 0.295; number 20, O, carries -0.679; number 21, H, carries 0.219; number 22, H, carries 0.217; number 23, H, carries 0.214; number 24, H, carries 0.213; number 25, H, carries 0.201; number 26, H, carries 0.227; number 27, H, carries 0.480; number 28, H, carries 0.222